DFT (wB97M-V/def2-TZVPD) results for 15 unconnected molecules or ions with the total composition C75H170F15N10O20S5.

Calculated total energy (eV): -231278.496
F_max (eV/A): 3.27
HOMO-LUMO gap (eV): 10.1
E_HOMO (Eh): -0.621
Net charge: +5

```
295
Properties=species:S:1:pos:R:3:forces:R:3
C 14.666 26.588 22.005 -0.41 0.01 -0.17
C 15.454 25.314 22.280 -0.36 0.94 -0.44
C 16.456 25.466 23.369 2.45 1.21 -0.30
C 15.885 25.339 24.744 -1.39 -1.27 0.73
N 16.845 25.440 25.909 0.02 -0.27 -0.76
C 16.174 25.481 27.302 0.61 -2.26 -0.76
C 16.388 26.834 27.803 0.60 1.20 1.01
C 17.813 27.086 27.332 0.34 0.26 -1.21
C 17.636 26.698 25.843 0.31 -0.05 1.52
C 17.760 24.231 25.782 0.06 1.61 -1.07
H 13.989 26.849 22.827 0.15 0.00 -0.13
H 14.058 26.525 21.097 -0.07 -0.24 0.16
H 15.339 27.420 21.833 0.23 0.22 0.13
H 15.911 24.946 21.374 0.38 0.04 -0.29
H 14.833 24.541 22.609 -1.51 -1.34 0.15
H 16.918 26.460 23.287 0.02 -0.04 -0.07
H 17.296 24.793 23.141 -0.31 -0.04 0.47
H 15.513 24.313 24.855 -0.32 0.14 -0.07
H 14.994 25.994 24.858 0.82 -0.04 0.33
H 16.831 24.781 27.862 -0.81 0.36 0.02
H 15.170 25.085 27.246 -0.20 -0.01 -0.10
H 16.325 26.835 28.880 -0.15 0.07 0.38
H 15.697 27.593 27.433 -0.01 -0.11 -0.14
H 18.556 26.451 27.805 -0.09 -0.21 0.28
H 18.167 28.103 27.441 -0.11 0.20 -0.03
H 18.484 26.504 25.221 0.69 0.25 -0.26
H 16.992 27.438 25.442 -0.46 0.75 -0.81
H 17.126 23.404 25.925 -0.59 -1.28 0.18
H 18.529 24.259 26.538 0.24 0.17 0.08
H 18.161 24.264 24.740 0.01 -0.20 1.14
C 24.083 19.837 8.871 -0.21 -2.63 -0.37
C 24.396 21.294 8.753 0.26 1.16 -0.89
C 24.466 22.075 10.070 -0.71 -0.44 -0.29
C 25.488 21.447 10.939 1.01 0.38 0.97
N 25.634 22.063 12.322 -0.34 1.79 0.01
C 26.106 23.503 12.298 -1.22 0.52 -1.35
C 26.615 23.826 13.662 -0.55 -0.88 1.34
C 27.095 22.466 14.168 0.39 -1.30 -1.11
C 26.786 21.484 13.007 1.77 -0.78 -0.25
C 24.371 21.946 13.149 -0.78 0.37 -0.86
H 23.254 19.521 9.539 0.19 0.70 -0.26
H 24.952 19.218 9.229 -0.52 0.74 -0.26
H 23.845 19.368 7.872 0.21 0.70 0.91
H 23.746 21.838 8.031 0.05 -0.52 0.67
H 25.375 21.360 8.266 0.09 0.09 0.04
H 23.498 22.015 10.564 -0.26 0.09 -0.01
H 24.705 23.115 9.889 0.04 0.28 -0.14
H 26.493 21.493 10.506 -0.09 0.21 -0.04
H 25.318 20.409 11.137 -0.44 -0.69 0.04
H 25.311 24.147 11.985 -0.77 0.27 -0.13
H 26.818 23.550 11.475 0.48 0.01 0.39
H 25.918 24.180 14.430 -0.49 0.21 -0.88
H 27.379 24.565 13.645 0.82 0.44 -0.21
H 26.579 22.062 15.020 0.19 0.44 0.78
H 28.160 22.546 14.260 0.51 -0.57 0.72
H 26.596 20.420 13.132 -0.19 0.00 1.01
H 27.661 21.438 12.308 -0.86 0.51 0.25
H 24.405 22.264 14.185 0.93 0.02 0.02
H 24.106 20.915 13.087 -0.42 -0.79 0.13
H 23.535 22.553 12.739 0.80 -0.41 -0.23
C 12.396 30.132 12.079 0.10 0.60 -0.19
C 11.758 29.491 13.291 -0.54 0.32 0.42
C 12.464 29.900 14.566 2.05 -0.31 0.51
C 13.966 29.406 14.572 -1.90 -0.31 -0.29
N 14.668 29.628 15.838 -0.27 -0.12 2.06
C 16.009 28.888 15.808 -0.62 0.58 0.65
C 16.289 28.494 17.292 -0.81 -0.61 -0.91
C 15.021 28.803 18.127 0.50 -0.25 -1.03
C 13.965 29.050 17.062 -0.20 0.00 0.00
C 14.795 31.084 16.108 -0.02 0.61 -1.49
H 11.968 31.106 11.870 -0.06 0.22 0.02
H 12.277 29.551 11.185 -0.15 -0.36 -0.41
H 13.469 30.291 12.204 -0.04 -0.09 -0.03
H 11.674 28.417 13.142 0.27 -0.24 0.38
H 10.735 29.835 13.473 -0.06 -0.05 -0.58
H 12.018 29.470 15.463 -0.32 -0.05 -0.16
H 12.449 30.989 14.692 -0.14 -0.10 -0.18
H 14.607 29.868 13.846 0.04 0.32 -0.62
H 13.952 28.335 14.373 0.07 -0.09 0.12
H 16.657 29.556 15.241 0.48 -0.12 0.47
H 15.872 27.969 15.244 -0.20 0.30 0.04
H 17.119 28.983 17.722 1.11 0.37 0.28
H 16.431 27.416 17.268 0.36 0.01 0.17
H 15.211 29.703 18.676 -0.13 0.51 0.54
H 14.793 27.988 18.836 -0.16 0.44 -0.50
H 13.152 29.700 17.404 0.22 -0.17 -0.35
H 13.578 28.153 16.654 -0.64 -1.22 0.13
H 15.601 31.224 16.793 0.54 0.26 0.49
H 13.862 31.516 16.527 0.63 -0.44 -0.48
H 15.039 31.538 15.118 -0.12 0.09 0.97
C 14.489 18.139 17.468 -0.20 -0.22 0.44
C 14.218 16.959 18.410 -1.37 0.27 -0.23
C 14.990 15.717 17.939 -1.10 1.72 -0.78
C 14.911 14.737 19.008 -0.08 -1.26 1.92
N 15.592 13.444 18.683 -0.57 -1.27 1.09
C 15.503 12.427 19.850 1.20 1.72 -0.10
C 16.726 11.521 19.666 0.77 -0.44 1.12
C 17.670 12.205 18.610 -0.81 -1.37 -0.08
C 17.080 13.581 18.390 -0.30 0.09 -0.40
C 14.882 12.835 17.528 0.71 -0.78 0.00
H 14.356 17.737 16.466 0.27 0.29 -0.25
H 15.467 18.625 17.588 -0.09 -0.42 -0.07
H 13.729 18.893 17.620 -0.18 0.33 -0.02
H 13.118 16.748 18.343 0.77 0.07 0.12
H 14.378 17.204 19.482 0.30 -0.16 -0.62
H 15.964 16.127 17.731 0.84 -0.57 -0.15
H 14.528 15.311 17.017 0.26 0.68 0.32
H 13.854 14.526 19.324 0.85 -0.07 -0.57
H 15.385 15.119 19.910 0.23 -0.01 0.08
H 14.509 12.031 19.852 -0.39 -0.57 -0.08
H 15.618 13.057 20.749 -0.05 -0.39 -0.23
H 16.534 10.458 19.469 -0.37 0.48 -0.58
H 17.217 11.416 20.650 -0.05 0.44 -0.34
H 17.632 11.541 17.734 0.17 0.59 -0.02
H 18.717 12.276 18.913 -0.25 -0.04 0.10
H 17.166 13.968 17.345 0.30 -0.01 1.15
H 17.523 14.220 19.171 -0.43 0.34 -0.67
H 13.816 12.682 17.749 0.41 0.27 0.01
H 15.346 11.831 17.344 -0.40 1.09 -0.27
H 15.048 13.598 16.779 -0.28 -0.86 -0.87
C 12.018 17.133 15.012 -0.51 0.32 -0.45
C 12.854 17.942 13.966 -0.87 -0.05 1.64
C 11.886 18.946 13.249 1.62 -1.13 0.63
C 12.404 19.541 11.978 1.19 0.79 -0.08
N 12.965 20.993 12.131 -0.79 -0.20 0.41
C 13.575 21.494 10.857 -0.33 -0.73 -0.70
C 15.018 21.058 10.916 0.57 -0.64 0.09
C 15.277 20.586 12.403 0.69 -0.27 -1.41
C 14.105 21.088 13.139 -0.92 1.37 1.52
C 11.862 21.923 12.526 0.03 -0.03 -0.18
H 11.626 17.729 15.831 -0.16 0.41 -0.08
H 12.562 16.346 15.509 0.55 -0.36 -0.08
H 11.158 16.649 14.512 0.39 0.24 0.21
H 13.300 17.134 13.383 0.17 0.65 -0.71
H 13.638 18.510 14.526 -0.33 -0.55 -0.66
H 11.694 19.721 13.976 -0.62 0.08 0.21
H 11.002 18.398 12.981 -0.66 -0.05 0.20
H 11.615 19.611 11.267 -0.57 0.39 -0.69
H 13.158 18.877 11.544 0.22 0.51 -0.02
H 13.440 22.564 10.802 0.09 0.27 0.30
H 13.063 21.081 9.972 -0.07 0.01 0.58
H 15.631 21.885 10.563 0.33 -0.13 0.36
H 15.178 20.233 10.216 0.17 0.07 0.15
H 16.241 20.941 12.763 -0.08 0.02 0.13
H 15.263 19.491 12.481 0.30 0.18 -0.32
H 14.173 22.163 13.468 -0.05 -0.89 -0.74
H 13.875 20.543 14.076 -0.16 0.08 -0.74
H 11.554 21.694 13.521 0.04 0.13 0.83
H 10.992 21.742 11.924 -0.27 -0.07 -0.66
H 12.189 22.962 12.422 0.04 -0.37 0.25
C 22.434 30.261 18.911 1.38 0.19 -1.20
N 23.765 29.803 19.434 2.12 -1.14 0.77
C 24.301 28.559 18.744 -0.30 0.82 -0.22
C 24.810 30.824 19.126 0.14 0.37 -0.44
C 23.750 29.665 20.963 -0.58 1.60 0.57
C 22.776 28.666 21.475 -0.09 -2.13 -0.78
O 21.507 28.966 20.941 0.00 0.74 0.46
H 22.179 31.031 19.595 -0.94 0.53 0.48
H 21.726 29.437 18.848 0.26 0.38 -0.05
H 22.682 30.756 17.959 -0.43 -0.46 0.08
H 24.203 28.754 17.665 -0.18 -0.43 0.43
H 23.760 27.702 19.093 -0.31 -0.43 -0.19
H 25.364 28.483 18.971 -0.15 -0.11 0.17
H 24.549 31.731 19.607 -0.51 1.07 0.05
H 24.910 30.904 18.053 -0.41 0.36 -0.28
H 25.827 30.636 19.448 -0.10 -0.93 0.59
H 23.339 30.649 21.309 0.77 -0.50 -0.29
H 24.765 29.514 21.387 -0.57 0.04 -0.65
H 22.818 28.522 22.550 -0.09 0.77 0.41
H 23.080 27.670 21.140 -0.01 -0.20 -0.24
H 20.836 28.338 21.205 0.07 -0.66 0.27
C 21.815 16.478 11.454 -1.24 0.56 0.73
N 21.290 16.117 12.815 2.25 -0.39 0.61
C 19.785 16.253 12.903 1.18 -0.56 0.53
C 21.662 14.656 13.087 -1.06 -0.04 -0.91
C 22.028 16.920 13.944 -1.61 0.81 -0.55
C 21.841 18.448 13.909 -0.66 -0.30 -1.19
O 22.465 18.993 12.750 0.53 -0.16 0.17
H 21.345 15.868 10.704 0.01 -0.45 -0.21
H 22.865 16.450 11.481 1.38 -0.63 -0.08
H 21.596 17.505 11.286 -0.53 0.72 -0.21
H 19.533 17.255 12.622 -0.26 0.46 -0.32
H 19.527 16.084 13.958 -0.14 -0.07 -0.42
H 19.390 15.493 12.224 -0.20 0.25 0.20
H 21.373 14.084 12.181 -0.20 0.23 0.76
H 21.081 14.410 13.964 -0.10 -0.53 0.08
H 22.705 14.392 13.260 0.17 0.94 0.01
H 23.091 16.747 13.950 0.31 -0.63 -0.51
H 21.573 16.521 14.843 0.13 0.10 0.28
H 22.368 18.833 14.772 -0.26 0.04 0.65
H 20.773 18.745 13.877 0.55 -0.32 0.51
H 21.970 19.785 12.477 -0.10 -0.04 -0.20
C 17.959 21.545 17.235 0.76 -0.99 -0.18
N 18.832 22.450 16.465 0.73 -0.20 -0.28
C 20.196 22.013 16.734 1.29 -0.70 -0.55
C 18.542 22.288 15.001 0.32 -0.64 1.04
C 18.547 23.823 16.982 0.59 0.54 -0.35
C 19.331 24.249 18.199 1.45 2.51 -1.03
O 19.119 23.378 19.224 -0.46 -1.05 1.58
H 18.279 20.515 17.023 -0.56 0.18 -0.09
H 16.958 21.791 16.949 -0.76 -0.26 0.04
H 18.184 21.757 18.263 -0.38 -0.01 0.48
H 20.311 22.056 17.792 0.57 0.13 0.68
H 20.953 22.556 16.174 -0.27 0.57 0.22
H 20.341 20.975 16.425 -0.46 -0.08 0.00
H 17.535 22.632 14.921 -0.86 -0.14 -0.62
H 18.698 21.199 14.867 -0.38 0.79 -0.59
H 19.188 22.904 14.388 0.29 -0.11 0.19
H 17.505 23.736 17.247 -0.46 0.83 -0.31
H 18.845 24.516 16.187 -0.78 -0.11 0.23
H 19.003 25.346 18.370 0.24 -1.54 0.10
H 20.431 24.382 17.935 -1.14 -0.29 0.26
H 19.534 23.589 20.093 -0.02 0.40 -0.56
C 20.017 25.132 11.505 0.23 0.08 0.58
N 19.192 26.259 11.057 -2.09 -0.25 1.08
C 19.434 27.487 11.891 -0.48 1.44 -1.07
C 19.624 26.588 9.705 0.79 0.93 -0.12
C 17.693 25.844 11.024 -0.40 1.78 1.24
C 17.044 25.742 12.444 1.47 1.73 -1.14
O 16.461 27.057 12.537 -0.80 -0.41 2.51
H 20.114 24.448 10.697 0.45 -0.49 -0.61
H 19.634 24.578 12.329 -0.82 -0.12 0.75
H 20.908 25.584 11.873 1.17 -0.11 -0.10
H 19.104 27.468 12.892 -0.47 -0.87 1.05
H 18.887 28.350 11.446 0.40 -0.78 -0.05
H 20.495 27.716 11.926 0.09 -0.24 -0.22
H 19.729 25.699 9.119 -0.01 -0.34 -0.42
H 20.569 27.100 9.864 0.36 -0.26 -0.55
H 18.975 27.310 9.254 -0.57 0.19 -0.23
H 17.591 24.994 10.419 0.17 -1.25 -0.86
H 17.186 26.717 10.581 0.20 -0.58 -0.18
H 17.913 25.606 13.096 -0.34 0.05 0.65
H 16.305 24.996 12.681 -0.11 -0.60 -0.65
H 15.942 27.070 13.407 0.79 -0.16 -1.68
C 19.978 19.936 22.572 -1.28 -1.37 -0.11
N 21.397 19.657 22.526 2.52 0.62 1.20
C 21.615 18.164 22.601 -0.68 0.37 -1.91
C 22.068 20.232 21.296 -0.19 -1.70 1.21
C 22.064 20.313 23.789 -0.93 -0.56 -1.36
C 23.575 20.396 23.789 0.09 -0.08 0.60
O 24.264 19.239 23.240 -0.31 1.06 1.23
H 19.539 19.344 23.378 0.06 0.02 0.05
H 19.507 19.575 21.646 0.14 0.40 0.16
H 19.761 20.951 22.797 0.02 1.04 -0.30
H 22.655 17.875 22.691 -0.01 0.31 -0.17
H 21.101 17.716 21.712 0.66 0.32 0.64
H 21.067 17.901 23.449 -0.66 -0.90 1.43
H 22.073 21.315 21.437 -0.07 -0.15 -0.75
H 21.476 19.744 20.526 0.20 0.90 -0.75
H 23.056 19.743 21.330 -0.19 0.79 -0.37
H 21.715 19.701 24.595 -0.28 -0.30 0.57
H 21.619 21.324 23.863 0.44 -0.48 0.02
H 23.733 20.591 24.884 0.58 -0.36 -0.92
H 23.866 21.287 23.258 0.35 0.32 -0.28
H 25.155 19.243 23.636 -0.46 -0.14 -0.32
C 21.108 17.188 17.993 3.23 -0.06 -0.46
F 21.164 16.729 19.232 -0.55 -0.20 0.44
F 21.672 18.453 18.058 -0.86 -0.99 -0.43
F 22.029 16.400 17.280 -1.41 1.20 0.58
S 19.462 17.138 17.241 -0.76 0.05 -1.19
O 19.674 17.708 15.905 -0.08 0.00 1.21
O 19.158 15.721 17.199 0.02 0.21 0.31
O 18.685 17.931 18.178 0.21 -0.07 -0.35
C 22.369 24.655 22.871 0.21 0.36 0.74
F 23.034 25.726 23.404 -0.63 -0.84 -1.07
F 23.109 24.088 21.900 -0.07 0.27 0.54
F 22.291 23.772 23.912 -0.34 0.27 -1.02
S 20.689 25.160 22.145 -0.59 -1.23 2.01
O 21.018 26.034 21.074 0.45 1.15 -0.70
O 20.078 23.909 21.691 0.48 -0.22 0.33
O 20.021 25.707 23.317 0.29 0.08 -0.56
C 13.115 24.637 16.064 2.62 -0.99 0.39
F 13.431 25.206 17.244 0.75 -0.38 0.30
F 12.815 23.330 16.299 0.02 0.78 -0.27
F 12.105 25.293 15.660 -2.62 0.82 -1.37
S 14.522 24.792 14.768 -2.38 -1.78 0.39
O 15.552 23.904 15.222 0.54 -0.99 -0.02
O 13.817 24.424 13.534 0.92 0.37 0.90
O 14.898 26.162 14.913 0.26 2.13 -0.33
C 23.122 25.309 15.165 0.48 -0.63 -0.25
F 23.734 25.443 13.931 -0.97 0.07 0.99
F 23.148 23.982 15.439 -0.28 -0.21 -0.25
F 23.964 25.832 16.063 -0.25 0.62 -0.18
S 21.316 25.963 15.290 2.53 0.72 1.02
O 21.287 26.433 16.660 -0.18 0.04 -0.49
O 21.329 26.935 14.241 -0.38 0.83 -0.56
O 20.524 24.805 15.036 -0.81 -1.34 -0.59
C 19.269 20.759 9.756 -0.08 1.45 -0.11
F 19.129 22.082 9.442 -0.50 -0.14 -0.05
F 18.144 20.101 9.439 0.46 0.51 0.22
F 20.251 20.333 8.970 0.03 -0.49 0.49
S 19.630 20.666 11.587 -0.68 -2.39 -1.22
O 19.472 19.193 11.626 -0.06 1.54 1.18
O 21.009 21.086 11.727 0.49 0.53 0.17
O 18.679 21.517 12.290 0.27 -0.70 -0.67
```
Forces are in eV/Å.